Record 1
ORCA calculation (ωB97M-V/def2-TZVPD) on the molecule C24H23BrN4O4 at a distorted geometry.

Calculated values
E_HOMO: -8.30 eV
SMILES: CN(Cc1ccccc1)c1ccc([C@H](CC(N)=O)NC(=O)c2ccc(Br)cc2)cc1[N+](=O)[O-]

Last column: natural (NBO) charge in e.
Atoms and positions in Å:
C1 2.6834 -2.8537 3.5284  -0.412
N1 1.2641 -3.0564 3.3885  -0.399
C2 0.7107 -4.1321 4.1839  -0.245
C3 1.5119 -5.4019 4.0148  0.052
C4 1.8636 -5.8379 2.7428  -0.245
C5 2.5845 -7.0067 2.5818  -0.188
C6 2.9527 -7.7559 3.6871  -0.217
C7 2.6011 -7.3288 4.9555  -0.203
C8 1.8870 -6.1540 5.1184  -0.244
C9 0.4804 -2.2093 2.6766  0.224
C10 -0.8554 -1.9519 3.0602  -0.281
C11 -1.6118 -0.9744 2.4693  -0.096
C12 -1.0901 -0.1646 1.4492  -0.094
C13 -1.9330 0.9432 0.8696  -0.055
C14 -3.4050 0.5108 0.6582  -0.517
C15 -4.2921 1.0548 1.7742  0.674
N2 -4.4016 2.3938 1.7431  -0.835
O1 -4.8288 0.3474 2.5999  -0.629
N3 -1.3724 1.4690 -0.3590  -0.606
C16 -1.6758 2.7188 -0.7719  0.668
O2 -2.4109 3.4573 -0.1330  -0.656
C17 -1.0517 3.1399 -2.0563  -0.093
C18 -1.7210 4.0882 -2.8259  -0.161
C19 -1.1905 4.5273 -4.0227  -0.243
C20 0.0296 4.0214 -4.4414  -0.057
Br1 0.7725 4.6177 -6.0881  0.066
C21 0.7241 3.0953 -3.6795  -0.243
C22 0.1801 2.6540 -2.4878  -0.187
C23 0.1942 -0.4160 1.0312  -0.190
C24 0.9571 -1.4531 1.5802  0.003
N4 2.1385 -1.7797 0.8619  0.512
O3 2.5215 -2.9398 0.8764  -0.397
O4 2.6680 -0.9037 0.1947  -0.404
H1 2.9242 -1.7978 3.3921  0.206
H2 3.2613 -3.4370 2.8038  0.228
H3 2.9789 -3.1554 4.5336  0.206
H4 -0.3110 -4.3302 3.8510  0.221
H5 0.6826 -3.8516 5.2460  0.193
H6 1.5874 -5.2512 1.8794  0.230
H7 2.8594 -7.3332 1.5902  0.215
H8 3.5140 -8.6696 3.5603  0.214
H9 2.8863 -7.9076 5.8215  0.214
H10 1.6172 -5.8223 6.1115  0.209
H11 -1.2855 -2.5049 3.8789  0.223
H12 -2.6174 -0.8059 2.8229  0.235
H13 -1.9204 1.7851 1.5770  0.236
H14 -3.4927 -0.5746 0.6199  0.237
H15 -3.7637 0.9230 -0.2862  0.234
H16 -4.9310 2.8598 2.4608  0.400
H17 -3.8600 2.9494 1.0902  0.430
H18 -0.9455 0.8195 -0.9993  0.406
H19 -2.6636 4.4750 -2.4694  0.237
H20 -1.7126 5.2561 -4.6230  0.233
H21 1.6816 2.7262 -4.0127  0.235
H22 0.7425 1.9547 -1.8873  0.219
H23 0.6623 0.1570 0.2456  0.238

=====

Record 2
ORCA calculation (ωB97M-V/def2-TZVPD) on the ion C6H8NO6S2 with charge -1 at a distorted geometry.

Calculated values
E_HOMO: -6.36 eV
Total charge: -1

Last column: natural (NBO) charge in e.
Atoms and positions in Å:
C1 -1.0348 1.6183 0.2449  -0.227
C2 -0.7332 1.0776 1.4009  -0.141
C3 0.6231 0.4936 -1.3460  0.220
C4 -0.3973 1.1519 -1.0367  -0.385
C5 0.2102 -0.1325 1.7345  -0.274
C6 -0.3126 -1.8523 0.1279  -0.441
N1 0.5914 -0.9217 0.6294  -0.603
O1 -2.7400 1.3011 -1.9032  -0.941
O2 2.9910 -0.6011 1.5763  -0.988
O3 -0.9442 1.5283 -3.6259  -0.969
O4 -1.3146 3.3607 -2.1449  -0.951
O5 2.6623 -1.8897 -0.5181  -1.006
O6 1.9063 -2.8523 1.5796  -1.011
S1 -1.5043 1.9713 -2.3791  2.430
S2 2.2281 -1.6256 0.8404  2.481
H1 -1.6124 2.5634 0.0193  0.263
H2 -1.0523 1.5369 2.3362  0.207
H3 1.2728 -0.1446 -1.7975  0.242
H4 1.1041 0.1876 2.1627  0.262
H5 -0.2535 -0.7936 2.4334  0.188
H6 -1.2294 -1.3201 -0.1501  0.210
H7 -0.0581 -2.0421 -0.9696  0.223
H8 -0.4026 -2.6151 0.7854  0.211

=====

Record 3
ORCA calculation (ωB97M-V/def2-TZVPD) on the molecule C18H24N2O4S.

Calculated values
E_HOMO: -8.01 eV
SMILES: CC(C)OCCCNC(=O)c1ccccc1NC(=O)C1=CSCCO1

Last column: natural (NBO) charge in e.
Atoms and positions in Å:
C1 -5.1736 1.4254 0.7517  -0.624
C2 -4.5869 1.8064 2.1122  0.103
C3 -5.7017 2.1192 3.1103  -0.620
O1 -3.8101 0.7316 2.6343  -0.549
C4 -2.4261 0.9458 2.7365  -0.053
C5 -1.6872 0.8587 1.3965  -0.435
C6 -1.8435 -0.5354 0.7840  -0.233
N1 -1.3369 -0.6006 -0.5666  -0.598
C7 -0.0907 -1.0412 -0.8508  0.675
O2 0.6572 -1.4556 0.0269  -0.653
C8 0.2893 -0.9769 -2.2878  -0.216
C9 -0.6780 -1.0917 -3.2844  -0.171
C10 -0.3448 -0.9977 -4.6211  -0.244
C11 0.9751 -0.7744 -4.9822  -0.175
C12 1.9570 -0.6833 -4.0176  -0.257
C13 1.6382 -0.8062 -2.6640  0.280
N2 2.6069 -0.7676 -1.6766  -0.643
C14 3.9214 -0.4380 -1.7853  0.643
O3 4.4866 -0.0747 -2.8004  -0.617
C15 4.6453 -0.5543 -0.4879  0.154
C16 5.9401 -0.2113 -0.4331  -0.411
S1 6.9736 -0.3678 0.9553  0.277
C17 5.8336 -1.3465 1.9870  -0.558
C18 4.4217 -0.7948 1.8419  -0.073
O4 3.8873 -1.0114 0.5588  -0.498
H1 -4.3864 1.2507 0.0227  0.199
H2 -5.7599 0.5159 0.8531  0.213
H3 -5.8162 2.2222 0.3865  0.211
H4 -3.9503 2.6959 1.9976  0.163
H5 -6.3100 2.9452 2.7523  0.206
H6 -5.2757 2.3843 4.0747  0.214
H7 -6.3293 1.2421 3.2409  0.211
H8 -2.0662 0.1565 3.4022  0.189
H9 -2.2200 1.9197 3.2050  0.167
H10 -0.6302 1.0748 1.5568  0.218
H11 -2.0864 1.6093 0.7094  0.194
H12 -1.2795 -1.2614 1.3731  0.230
H13 -2.9000 -0.8157 0.7858  0.208
H14 -1.8688 -0.1380 -1.2855  0.397
H15 -1.7049 -1.2927 -3.0133  0.209
H16 -1.1092 -1.0981 -5.3765  0.215
H17 1.2429 -0.6868 -6.0243  0.216
H18 2.9857 -0.5254 -4.2950  0.258
H19 2.2707 -1.0458 -0.7496  0.463
H20 6.4218 0.1707 -1.3160  0.264
H21 6.1832 -1.2701 3.0138  0.236
H22 5.8737 -2.3831 1.6532  0.227
H23 3.7377 -1.3073 2.5232  0.204
H24 4.4239 0.2797 2.0723  0.183

=====

Record 4
ORCA calculation (ωB97M-V/def2-TZVPD) on a structure of composition C38H89AsF6N10O4 at a distorted geometry.

Calculated values
E_HOMO: -21.56 eV
Total charge: +6

Last column: Mulliken charge in e.
Atoms and positions in Å:
As1 -1.4126 3.6906 15.5962  2.326
F1 -2.8094 4.6246 16.1627  -0.293
F2 -1.9470 3.9139 13.9217  -0.520
F3 -0.0029 2.7972 15.0260  -0.477
F4 -0.8920 3.5006 17.3210  -0.528
F5 -2.3270 2.1771 15.7613  -0.558
F6 -0.4913 5.2372 15.5011  -0.489
C1 -0.7345 1.2804 12.1872  -1.219
C2 -2.1784 1.5608 12.3672  0.073
N1 -2.8734 0.7650 11.2929  0.666
C3 -2.9165 -0.6041 11.1514  -0.315
C4 -3.7014 -0.9224 10.0651  -0.752
N2 -4.1407 0.2175 9.4819  0.117
C5 -3.6405 1.2485 10.2731  -0.334
C6 -4.9983 0.3366 8.2892  -0.793
H1 -0.3971 1.2194 11.1525  0.425
H2 -0.6191 0.2983 12.6458  0.401
H3 -0.0906 1.8953 12.8160  0.008
H4 -2.3038 2.6257 12.1717  0.177
H5 -2.5671 1.3210 13.3569  -0.031
H6 -2.3941 -1.2249 11.8642  0.538
H7 -4.0123 -1.8638 9.6367  0.523
H8 -3.7942 2.3140 10.1858  0.427
H9 -4.6103 -0.2123 7.4311  0.348
H10 -5.1441 1.3930 8.0637  0.311
H11 -5.9764 -0.0730 8.5414  0.368
C7 0.4217 7.4694 18.2105  0.188
C8 1.5026 8.4931 18.7692  -1.191
N3 2.7403 8.4763 18.0576  0.334
C9 2.9966 9.0532 16.8001  -0.633
C10 4.2797 8.7319 16.4325  -0.247
N4 4.9028 8.0780 17.5241  0.205
C11 3.9348 8.0165 18.5672  -0.244
C12 6.2805 7.5918 17.4938  -0.670
H12 -0.3863 7.3830 18.9370  0.133
H13 0.9132 6.5064 18.0723  0.023
H14 0.0286 7.6346 17.2073  0.001
H15 1.6906 8.3000 19.8254  0.391
H16 1.0216 9.4559 18.5970  0.400
H17 2.1259 9.3317 16.2251  0.455
H18 4.8615 8.8242 15.5272  0.498
H19 4.0410 7.4760 19.4961  0.385
H20 6.1741 6.5462 17.7828  0.265
H21 6.9628 8.0010 18.2389  0.333
H22 6.6724 7.6128 16.4769  0.287
C13 -6.3418 -1.7043 15.4503  -1.196
C14 -5.6984 -1.2835 14.0951  -0.378
N5 -5.7797 0.1743 13.7480  0.377
C15 -6.3452 0.6958 12.5866  -0.739
C16 -6.1450 2.0867 12.5043  -0.275
N6 -5.5754 2.3553 13.7229  0.358
C17 -5.2582 1.2058 14.4552  -0.756
C18 -5.2696 3.6872 14.1885  -0.808
H23 -6.0174 -1.0775 16.2810  0.252
H24 -5.8129 -2.5620 15.8660  0.445
H25 -7.4299 -1.6633 15.4986  0.357
H26 -6.1551 -1.8987 13.3198  0.388
H27 -4.6706 -1.6439 14.0518  0.281
H28 -6.8290 -0.0171 11.9354  0.578
H29 -6.3267 2.9140 11.8344  0.536
H30 -4.8091 1.1707 15.4368  0.606
H31 -4.2009 3.8902 14.1194  0.074
H32 -5.6627 3.8692 15.1887  0.439
H33 -5.7305 4.4696 13.5856  0.391
C19 0.0869 -1.9609 19.1157  -0.870
N7 -0.5418 -0.7656 18.3722  0.261
C20 -0.3207 0.5680 19.0914  -1.097
C21 0.0784 -0.6779 16.9948  -1.066
C22 -2.0926 -0.9050 18.1294  0.122
C23 -2.9199 -1.5991 19.1724  -1.114
O1 -2.6906 -1.0288 20.4056  -0.491
H34 -0.1479 -2.7794 18.4352  0.407
H35 -0.3068 -2.0086 20.1310  0.341
H36 1.1522 -1.7789 19.2575  0.384
H37 -0.6324 1.4085 18.4714  0.254
H38 0.6757 0.7287 19.5030  0.546
H39 -0.8630 0.5082 20.0350  0.398
H40 1.1516 -0.5477 17.1336  0.378
H41 -0.4996 0.0188 16.3877  0.414
H42 0.0222 -1.6850 16.5817  0.416
H43 -2.1585 -1.3809 17.1510  0.394
H44 -2.3990 0.1313 17.9865  -0.088
H45 -2.7456 -2.6749 19.1893  0.515
H46 -3.9684 -1.4716 18.9029  0.533
H47 -3.3487 -1.4738 20.9446  0.349
C24 3.0764 2.1786 16.8766  -0.851
N8 3.5355 3.3698 15.9960  0.192
C25 4.9433 3.7901 16.4323  -0.835
C26 3.7135 2.8953 14.5356  -0.821
C27 2.5015 4.5028 16.1569  0.290
C28 2.3552 5.5268 14.9741  -0.810
O2 3.6185 6.0925 14.7240  -0.516
H48 2.1072 1.8620 16.4913  0.202
H49 2.9299 2.6326 17.8566  0.394
H50 3.7698 1.3383 16.8411  0.460
H51 5.5970 2.9660 16.1466  0.414
H52 4.8104 3.9551 17.5015  0.433
H53 5.2796 4.6155 15.8047  0.305
H54 4.3914 2.0444 14.6032  0.479
H55 4.1060 3.6960 13.9086  0.383
H56 2.7589 2.5727 14.1201  0.162
H57 2.7068 5.0108 17.0991  0.402
H58 1.5318 4.0436 16.3490  -0.534
H59 1.6515 6.3488 15.1062  0.318
H60 1.9822 5.0556 14.0647  0.549
H61 3.7639 6.2344 13.7857  0.342
C29 -4.1091 5.4359 21.4396  -0.707
N9 -3.0149 4.8854 20.4423  0.172
C30 -3.5541 4.9716 18.9749  -1.405
C31 -1.7242 5.6647 20.5950  -0.915
C32 -2.7355 3.3460 20.7134  -1.037
C33 -3.7238 2.3023 20.1432  0.044
O3 -4.9973 2.4931 20.5175  -0.530
H62 -4.5688 6.3114 20.9810  0.360
H63 -3.6024 5.7398 22.3556  0.370
H64 -4.8273 4.6396 21.6354  0.339
H65 -3.6613 6.0217 18.7030  0.667
H66 -4.4952 4.4540 18.7891  0.425
H67 -2.8250 4.4525 18.3527  0.362
H68 -2.0714 6.6743 20.3755  0.537
H69 -1.0229 5.4854 19.7801  0.094
H70 -1.2263 5.5312 21.5554  0.432
H71 -2.5799 3.2272 21.7857  0.519
H72 -1.7428 3.1534 20.3065  0.475
H73 -3.4259 1.3088 20.4782  0.483
H74 -3.5364 2.2604 19.0703  -0.116
H75 -5.5646 1.9990 19.9211  0.352
C34 -3.4818 8.6924 13.7872  -0.949
N10 -3.8278 8.0748 15.1496  0.364
C35 -4.6394 6.8087 14.6548  -1.287
C36 -2.5581 7.5998 15.8732  -1.278
C37 -4.8042 8.8530 16.0970  -0.428
C38 -4.0496 10.1930 16.5753  -0.820
O4 -3.4788 11.0189 15.6255  -0.485
H76 -3.0689 7.9425 13.1125  0.390
H77 -2.7808 9.5146 13.9309  0.402
H78 -4.4606 8.8765 13.3443  0.420
H79 -4.7885 6.1441 15.5058  0.377
H80 -4.0629 6.1980 13.9600  0.449
H81 -5.5608 7.0034 14.1061  0.501
H82 -2.0005 8.4609 16.2417  0.748
H83 -2.0061 7.0820 15.0888  0.413
H84 -2.8063 6.9656 16.7242  0.095
H85 -5.1776 8.1923 16.8794  0.379
H86 -5.7606 9.0264 15.6038  0.464
H87 -3.2311 9.9862 17.2648  0.253
H88 -4.7739 10.8278 17.0856  0.532
H89 -4.2279 11.4007 15.1620  0.353

=====

no.,electronic energy (eV),LUMO level (eV)
1,-109452.9167,-0.43
2,-41794.7798,1.58
3,-41061.5359,0.58
4,-141021.7897,-12.31